i.
{"formula": "C56H154N14O14", "method": "the ωB97M-V functional and the def2-TZVPD basis", "homo_lumo_gap_ev": 8.9, "symbols": ["O", "O", "O", "O", "O", "O", "O", "O", "O", "O", "O", "O", "O", "O", "N", "N", "N", "N", "N", "N", "N", "N", "N", "N", "N", "N", "N", "N", "C", "C", "C", "C", "C", "C", "C", "C", "C", "C", "C", "C", "C", "C", "C", "C", "C", "C", "C", "C", "C", "C", "C", "C", "C", "C", "C", "C", "C", "C", "C", "C", "C", "C", "C", "C", "C", "C", "C", "C", "C", "C", "C", "C", "C", "C", "C", "C", "C", "C", "C", "C", "C", "C", "C", "C", "H", "H", "H", "H", "H", "H", "H", "H", "H", "H", "H", "H", "H", "H", "H", "H", "H", "H", "H", "H", "H", "H", "H", "H", "H", "H", "H", "H", "H", "H", "H", "H", "H", "H", "H", "H", "H", "H", "H", "H", "H", "H", "H", "H", "H", "H", "H", "H", "H", "H", "H", "H", "H", "H", "H", "H", "H", "H", "H", "H", "H", "H", "H", "H", "H", "H", "H", "H", "H", "H", "H", "H", "H", "H", "H", "H", "H", "H", "H", "H", "H", "H", "H", "H", "H", "H", "H", "H", "H", "H", "H", "H", "H", "H", "H", "H", "H", "H", "H", "H", "H", "H", "H", "H", "H", "H", "H", "H", "H", "H", "H", "H", "H", "H", "H", "H", "H", "H", "H", "H", "H", "H", "H", "H", "H", "H", "H", "H", "H", "H", "H", "H", "H", "H", "H", "H", "H", "H", "H", "H", "H", "H", "H", "H", "H", "H", "H", "H", "H", "H", "H", "H", "H", "H"], "xyz": [[-2.7875, 6.1730, 0.0208], [5.4739, 5.1708, -0.8057], [-0.4032, -7.6272, 1.3980], [-4.3907, 4.5957, 3.7476], [3.1624, 3.6585, -4.8633], [3.9739, -2.2890, 3.8538], [-5.2136, 1.3408, 0.8485], [6.7731, 0.8670, -2.5177], [3.6092, -4.7222, -3.0227], [-0.4468, 0.4389, 1.3465], [1.7495, 2.7574, 6.3977], [-0.7401, -1.2488, 5.8368], [-2.1717, -2.5638, -3.6729], [-3.7261, -4.7892, 1.8213], [-0.5456, -3.8440, 3.1744], [2.3109, 2.1891, -2.4946], [5.3700, 1.9682, -5.8098], [-0.5783, 1.1396, 4.0253], [0.2376, 6.5987, 0.6815], [-5.0507, 6.8499, 2.1151], [3.6881, -7.4414, -3.0114], [2.6101, -0.7413, -0.4749], [-7.8946, 1.0188, -1.7004], [4.8990, -0.9458, 1.3988], [1.7697, 4.8785, -0.9319], [-3.7439, -4.0206, -1.7418], [-1.8800, -6.3689, -1.8121], [-4.8294, -3.3849, -4.7585], [0.6173, 3.1981, 3.6407], [-1.1430, -1.9169, -2.9505], [-4.1573, -4.8405, 0.4740], [-0.6787, -2.4976, 3.6927], [5.1521, -6.6937, -4.7323], [-1.3071, 1.1401, 0.4293], [-0.6457, -7.5694, 2.8330], [-5.3419, 4.5107, 2.7579], [3.0739, 5.1457, -0.3966], [3.4517, 5.0158, -5.3543], [4.9210, -6.6870, -3.2344], [-7.1992, 5.8634, 1.4896], [1.2645, -0.6869, -0.1121], [1.5551, 3.6518, 7.4662], [6.6111, 4.7017, -1.5266], [-3.5572, -3.6920, -0.3249], [7.3605, 0.6495, -5.4562], [-0.7089, 5.9283, 1.4988], [5.8482, -3.0815, 0.7543], [1.7473, 3.3987, -4.5030], [0.0705, 1.8706, -3.2667], [-6.5235, 0.9143, 0.3382], [2.9283, -3.1953, 4.2013], [-4.2447, -2.2779, -0.0903], [0.9518, 0.4457, 0.9373], [-0.7843, -2.5512, 5.2745], [-1.3915, -7.0407, 0.5466], [-4.3249, -5.7732, 2.6585], [1.5174, 2.1256, -3.7084], [-1.2576, 6.9005, 2.6117], [4.8192, -2.3543, 1.5714], [-0.8334, -6.7196, -0.8729], [4.2598, 4.7638, -1.3937], [-3.7317, 5.6469, -0.8107], [3.1435, 4.4068, 0.9512], [0.9204, -2.1134, 0.3962], [6.0454, 1.0694, -4.8771], [-4.8549, 0.7743, 2.0832], [3.4086, -3.4056, -2.6213], [-1.8784, -1.8242, 2.9861], [5.9128, -0.0321, -1.8327], [-3.9043, -2.4907, -5.3761], [-4.6077, -1.5465, -6.4072], [-3.0950, -1.7242, -4.2996], [-6.0164, 5.8466, 2.5492], [-0.8611, -1.3620, 7.2277], [5.0457, -2.7400, 3.0731], [0.2125, -5.5703, -0.9150], [-3.5641, 3.4618, 4.0017], [4.8869, -5.3168, -2.6552], [-6.5408, 1.0609, -1.1505], [-5.9047, 2.3140, -1.7355], [0.5111, 2.1621, 6.0153], [6.1407, 1.7634, -3.4627], [-1.8440, 5.2590, 0.5585], [0.5925, 1.9026, 4.4797], [-2.5031, -3.6899, -0.0476], [-3.9411, -0.9500, -7.0300], [-0.3086, -2.5705, -2.6964], [0.8044, 7.1726, 1.2893], [-1.3867, 4.6808, -0.2445], [5.2041, -3.8033, 3.2532], [-2.5859, -0.8801, -4.7647], [-0.2398, -3.6784, 2.2262], [4.1500, 4.4409, 1.3682], [5.8015, -2.7829, -0.2929], [-1.6564, -1.6668, 1.9307], [4.2727, 3.6799, -1.5087], [-0.4499, -7.6416, -1.3099], [7.5630, 4.9831, -1.0763], [1.5712, 5.3391, -1.8086], [0.9335, -5.5651, -0.0975], [-3.8248, 1.0769, 2.2714], [5.4705, 0.1557, -4.7261], [4.1806, 5.0896, -2.4309], [-0.8455, 2.0520, 0.0507], [5.7162, -7.2094, -2.7024], [3.3252, -4.1019, 4.6581], [6.7484, 4.8592, -2.5964], [-5.4088, -5.6702, 2.6086], [2.4774, -2.9733, -2.9875], [5.9417, -2.2570, 3.4630], [-6.8305, -0.0879, 0.6375], [-4.3567, 4.9242, -0.2862], [3.2913, 6.1970, -0.2075], [6.4648, -0.6522, -1.1265], [-3.0581, 3.1717, 3.0808], [-0.3845, 2.7410, 6.2409], [4.2846, -2.8841, -3.0070], [-2.3326, 4.5595, 1.2367], [-0.1006, 5.1602, 1.9764], [-3.5292, -1.5202, -0.4098], [7.7628, -0.1296, -4.8086], [5.1769, 0.5102, -1.2389], [2.6168, 3.4607, 1.0761], [3.4645, -3.1974, -1.5528], [0.9542, 2.9431, 2.6360], [-2.7497, -2.4762, 3.0492], [-5.8857, 0.2351, -1.4279], [1.2186, 3.2707, -5.4476], [-1.4804, -4.2040, 3.0450], [3.8220, -2.7249, 1.3343], [-0.3819, 2.5553, -2.5494], [-1.5326, -8.1581, 3.0677], [-0.5671, 0.2359, 4.4762], [5.3747, -0.6752, -2.5290], [1.4748, -2.8689, -0.1605], [2.8463, 0.2171, -0.6888], [-4.8940, 4.0445, 1.8803], [3.2586, 2.4445, -2.7329], [-4.2010, 2.6836, 4.4221], [0.7859, -5.6979, -1.8332], [-0.7414, -1.1283, -3.5870], [-8.0257, 5.1982, 1.7398], [-5.3363, -0.8898, -5.9319], [5.1447, 2.1337, -3.2199], [1.4847, 0.1694, 1.8472], [-0.2869, 7.3379, 0.2358], [-5.0562, -0.2970, 2.0850], [5.4012, -7.6632, -5.1638], [-7.7335, 6.8123, 1.4430], [4.5304, 5.0828, -5.4962], [4.4358, -0.6752, 2.2546], [-1.6188, 0.3899, -0.2974], [3.2105, -0.9108, 0.3193], [5.5844, -4.1374, 0.8137], [6.8933, -2.8327, 0.9383], [1.4157, 1.2097, 4.3055], [-1.5186, -6.1488, -2.7292], [-5.2270, -2.1586, -0.5476], [-4.9088, 6.7160, 1.1241], [-6.0409, 3.8605, 3.2839], [6.0550, -6.1128, -4.9207], [-3.3470, -4.9477, -1.7977], [0.0681, -1.7754, 7.6200], [-2.1698, -0.9013, 3.4876], [-2.3125, -7.6038, 0.3959], [1.3983, 1.3719, 0.5757], [-6.4763, 3.1754, -1.3901], [-1.0104, -0.3418, 7.5812], [2.4502, 4.2631, 7.5814], [-4.1388, 6.6423, 2.4964], [-3.3466, 5.0107, -1.6075], [-1.7432, 7.7872, 2.2042], [3.0361, 5.2460, -6.3354], [1.9022, 2.9448, -1.9635], [-7.3239, 1.4699, 0.8269], [4.8839, 1.3730, -6.4653], [-3.8939, -5.8164, 0.0661], [-5.4421, -2.8299, -4.1783], [2.2881, -3.4699, 3.3629], [-4.3219, -3.7955, -3.9878], [-0.5277, 1.8540, -4.1777], [7.3257, 0.1381, -6.4181], [-0.3713, 3.6495, 3.5573], [-0.1079, -2.4239, 0.2114], [3.1501, 5.8126, -4.6745], [-0.4210, 7.2801, 3.1984], [2.2964, -2.7186, 4.9506], [5.8648, -0.6517, 1.3708], [-6.7917, 5.7133, 0.4899], [-2.4198, -7.2201, -1.8762], [-0.0084, 0.9034, -2.7704], [2.6057, 5.0817, 1.6170], [1.8725, 1.3420, -4.3777], [-3.2213, -3.4037, -2.3471], [0.3027, 1.2492, 6.5731], [-6.4076, 6.0600, 3.5439], [8.1137, 1.4371, -5.4772], [-3.9454, -5.9192, 3.6698], [0.0830, -3.0976, 5.6452], [-2.1838, 1.4780, 0.9820], [-1.7169, -1.8824, 7.6576], [0.7230, -0.4508, -1.0282], [0.2959, -2.0151, 3.6193], [-4.1185, -6.6952, 2.1149], [-3.8252, -1.3424, -3.5861], [-8.2998, 0.0968, -1.6240], [-0.5219, 0.9539, 3.0341], [6.7975, 2.6275, -3.5629], [-1.7672, -6.1038, 0.9579], [6.5773, 3.6198, -1.3980], [-0.6866, -6.5277, 3.1512], [3.2321, -7.2436, -3.8906], [-4.4301, 6.4266, -1.1147], [4.4010, -6.1497, -5.3050], [-3.2798, -3.1791, -5.9455], [-1.7275, -3.0450, 5.5081], [1.3000, 3.9309, 4.0709], [3.0982, -6.9696, -2.3409], [-6.0670, 2.2391, -2.8108], [-2.0915, 6.4952, 3.1848], [-1.5288, -1.4128, -2.0644], [-0.3603, -4.6512, -1.0385], [-5.1629, -2.1897, -7.0899], [-5.3444, 1.2985, 2.9039], [1.1013, 5.3569, -0.3449], [-4.3451, -2.0779, 0.9765], [0.0912, -7.8746, 3.5759], [5.7030, -4.6930, -3.0199], [-4.8506, 2.4451, -1.4914], [-5.2441, -4.8482, 0.3911], [-2.7842, 3.6829, 4.7304], [4.9749, -5.3761, -1.5703], [0.7087, 4.3383, 7.4891], [4.6341, 2.5191, -5.3913], [1.4047, 4.2803, -3.9613], [1.4125, 3.0280, 8.3485], [1.2258, -2.2113, 1.4380], [-7.7137, 1.2638, -2.6634]], "lowdin_charge": [-0.186, -0.175, -0.171, -0.209, -0.253, -0.196, -0.200, -0.187, -0.204, -0.252, -0.171, -0.215, -0.218, -0.225, 0.060, 0.070, 0.050, 0.063, 0.015, 0.066, 0.050, 0.063, 0.051, 0.051, 0.025, 0.048, 0.023, 0.040, -0.040, -0.082, -0.217, -0.404, -0.069, -0.045, -0.075, -0.246, -0.393, -0.074, -0.454, -0.035, -0.429, -0.129, -0.098, -0.379, -0.076, -0.370, -0.065, -0.154, -0.043, -0.177, -0.079, -0.027, -0.131, -0.179, -0.187, -0.087, -0.418, -0.031, -0.453, -0.397, -0.183, -0.150, -0.042, -0.037, -0.439, -0.116, -0.123, -0.037, -0.098, -0.430, -0.052, -0.203, -0.386, -0.120, -0.194, -0.035, -0.079, -0.176, -0.466, -0.053, -0.183, -0.155, -0.132, -0.379, 0.115, 0.069, 0.086, 0.091, 0.109, 0.121, 0.119, 0.044, 0.081, 0.058, 0.061, 0.090, 0.131, 0.089, 0.071, 0.082, 0.061, 0.122, 0.111, 0.081, 0.133, 0.090, 0.083, 0.086, 0.085, 0.129, 0.117, 0.063, 0.128, 0.070, 0.063, 0.116, 0.073, 0.105, 0.100, 0.056, 0.072, 0.070, 0.056, 0.057, 0.051, 0.071, 0.119, 0.123, 0.049, 0.124, 0.071, 0.082, 0.026, 0.072, 0.057, 0.047, 0.115, 0.022, 0.085, 0.066, 0.074, 0.070, 0.069, 0.089, 0.119, 0.096, 0.078, 0.083, 0.069, 0.084, 0.082, 0.078, 0.023, 0.083, 0.089, 0.131, 0.094, 0.072, 0.031, 0.128, 0.074, 0.024, 0.094, 0.067, 0.113, 0.105, 0.083, 0.081, 0.086, 0.037, 0.091, 0.076, 0.081, 0.029, 0.123, 0.072, 0.099, 0.067, 0.068, 0.031, 0.078, 0.076, 0.059, 0.055, 0.075, 0.075, 0.078, 0.091, 0.058, 0.088, 0.046, 0.058, 0.140, 0.027, 0.101, 0.132, 0.082, 0.092, 0.109, 0.066, 0.090, 0.108, 0.110, 0.071, 0.125, 0.075, 0.019, 0.113, 0.098, 0.072, 0.057, 0.054, 0.103, 0.085, 0.136, 0.125, 0.080, 0.055, 0.073, 0.060, 0.073, 0.053, 0.072, 0.072, 0.006, 0.046, 0.081, 0.125, 0.072, 0.129, 0.082, 0.117, 0.083, 0.019, 0.112, 0.084, 0.062, 0.058]}


ii.
{"formula": "C56H154N14O14", "method": "the ωB97M-V functional and the def2-TZVPD basis", "homo_lumo_gap_ev": 9.3, "symbols": ["O", "O", "O", "O", "O", "O", "O", "O", "O", "O", "O", "O", "O", "O", "N", "N", "N", "N", "N", "N", "N", "N", "N", "N", "N", "N", "N", "N", "C", "C", "C", "C", "C", "C", "C", "C", "C", "C", "C", "C", "C", "C", "C", "C", "C", "C", "C", "C", "C", "C", "C", "C", "C", "C", "C", "C", "C", "C", "C", "C", "C", "C", "C", "C", "C", "C", "C", "C", "C", "C", "C", "C", "C", "C", "C", "C", "C", "C", "C", "C", "C", "C", "C", "C", "H", "H", "H", "H", "H", "H", "H", "H", "H", "H", "H", "H", "H", "H", "H", "H", "H", "H", "H", "H", "H", "H", "H", "H", "H", "H", "H", "H", "H", "H", "H", "H", "H", "H", "H", "H", "H", "H", "H", "H", "H", "H", "H", "H", "H", "H", "H", "H", "H", "H", "H", "H", "H", "H", "H", "H", "H", "H", "H", "H", "H", "H", "H", "H", "H", "H", "H", "H", "H", "H", "H", "H", "H", "H", "H", "H", "H", "H", "H", "H", "H", "H", "H", "H", "H", "H", "H", "H", "H", "H", "H", "H", "H", "H", "H", "H", "H", "H", "H", "H", "H", "H", "H", "H", "H", "H", "H", "H", "H", "H", "H", "H", "H", "H", "H", "H", "H", "H", "H", "H", "H", "H", "H", "H", "H", "H", "H", "H", "H", "H", "H", "H", "H", "H", "H", "H", "H", "H", "H", "H", "H", "H", "H", "H", "H", "H", "H", "H", "H", "H", "H", "H", "H", "H"], "xyz": [[-26.3200, -12.9386, -1.5631], [-31.2985, -12.0839, 0.8677], [-24.0299, -7.4258, 4.0140], [-20.9143, -5.8302, 0.3428], [-23.8013, -8.6484, -3.3497], [-27.4305, -9.2172, 6.3588], [-25.3782, -11.5812, 3.4183], [-25.2382, -4.2276, -2.3347], [-24.6118, -0.1225, 4.5382], [-29.2118, -8.4148, -4.3335], [-26.6764, -7.6353, 1.2232], [-28.9059, -14.4864, 2.0722], [-30.0398, -2.3447, 1.8146], [-33.1085, -8.5925, -1.0576], [-22.1445, -2.3216, 0.3165], [-29.1286, -10.1261, 0.3719], [-27.8433, -5.1439, 3.0601], [-26.1249, -5.2688, -5.7978], [-21.1229, -7.8982, 4.5819], [-29.4355, -5.5950, -3.8532], [-28.7121, -12.4817, -4.2855], [-28.4041, -6.7323, 5.8268], [-30.9266, -10.9366, -1.8715], [-31.7980, -16.4911, 0.8314], [-35.7229, -8.5211, -2.1495], [-25.0255, -3.3415, 2.7885], [-23.3756, -14.4675, 2.2471], [-23.3075, -11.6877, -5.4351], [-25.0312, -6.5738, 4.4126], [-33.2806, -8.2054, -2.4436], [-21.7453, -4.7333, 0.0294], [-29.8814, -17.3272, 2.0703], [-28.6400, -6.5073, -2.9310], [-27.7363, -7.0095, 7.1113], [-28.3953, -9.5537, 2.6581], [-25.4532, -7.0994, 0.7610], [-24.9167, -8.1853, -2.5362], [-29.3185, -3.6074, 4.2299], [-28.0237, -9.1020, -4.6308], [-25.3888, -5.3079, -4.5168], [-22.0248, -8.8083, 2.4298], [-24.2209, -12.2359, 2.9344], [-31.6514, -12.3414, 2.2064], [-22.8689, -9.2342, -5.9280], [-25.3243, -14.3969, 3.7568], [-29.8107, -14.9367, 1.0935], [-28.6362, -5.9622, -1.4901], [-27.3935, -10.6036, 6.6358], [-24.2247, -1.2924, 3.8014], [-21.6871, -7.5207, 3.2552], [-23.8979, -5.4549, -4.6899], [-28.8411, -3.1167, 1.9103], [-29.0225, -4.2939, 2.9116], [-23.5937, 0.8088, 4.7241], [-32.3931, -11.9584, -0.0565], [-21.2992, -3.7016, 2.2593], [-29.7997, -1.2539, 0.8902], [-24.6183, -13.7239, 2.5654], [-21.1729, -6.9169, -0.5909], [-23.0216, -10.3222, -4.9133], [-29.3275, -7.8526, -3.0463], [-25.2384, -12.2477, -0.9592], [-25.4832, -3.1369, 5.1873], [-21.2728, -3.5143, 0.7565], [-26.8872, -14.1743, -4.0642], [-34.5422, -8.9126, -2.8439], [-31.8792, -12.0244, -1.5368], [-24.0644, -9.9354, -3.8815], [-26.9794, -12.2075, -2.5510], [-22.9363, -6.6909, 3.4798], [-28.0877, -13.4686, 1.5677], [-31.3030, -13.3805, -1.7185], [-25.5353, -3.1284, -1.4713], [-27.3047, -8.6526, 0.4930], [-27.8105, -13.1796, -3.3262], [-25.0424, -10.2630, 3.9076], [-30.6558, -16.0852, 1.7033], [-34.7386, -8.7330, -4.3640], [-25.6760, -4.0569, -3.7277], [-25.3286, -2.3428, 3.8694], [-27.7937, -8.4885, 7.5134], [-28.6111, -9.0873, 1.1819], [-32.0325, -7.9911, -0.4315], [-28.2048, -6.0578, 8.1785], [-25.4154, -11.2122, -0.7869], [-24.6380, -7.8692, 0.6937], [-22.6910, -8.4675, 1.6277], [-29.8941, -10.5343, 0.9359], [-20.7377, -4.5995, 2.5505], [-22.3279, -3.8574, 2.6202], [-25.9174, -7.1727, 4.7335], [-24.8785, -9.5248, 3.1419], [-29.6336, -6.0712, -1.0948], [-30.4879, -18.0642, 2.5978], [-29.5326, -17.9080, 1.1550], [-26.2736, -1.8410, 3.6604], [-22.6412, -5.9163, 4.1288], [-27.3250, -13.0372, 2.2720], [-28.3582, -4.9201, -1.4038], [-30.2559, -10.7491, -1.1777], [-28.4265, -10.8862, 0.4168], [-27.0258, -11.1648, 5.7847], [-26.6490, -9.5297, 0.5593], [-23.4919, -4.7838, -5.4596], [-25.9459, -13.6988, 4.2779], [-25.7506, -6.1778, -3.9438], [-33.4244, -7.1571, -2.5580], [-29.3932, -6.5093, 5.9648], [-25.4629, -3.5397, -0.4385], [-28.0751, -9.5564, -5.6147], [-23.7220, -11.7168, 2.1582], [-27.4952, -13.7756, 0.7338], [-23.7531, -8.8562, -6.3675], [-22.3367, -1.7486, 1.1067], [-29.1923, -13.1471, -4.8690], [-31.4435, -10.1275, -2.0773], [-24.1698, -10.7726, -3.1736], [-28.8585, -8.7904, 7.7357], [-23.2277, 1.2847, 3.7954], [-32.1437, -8.1995, 0.6422], [-22.1953, -9.5754, -6.7401], [-30.6786, -0.6456, 0.7587], [-35.6218, -8.5092, -1.1360], [-22.4908, -8.4090, -5.3187], [-27.1749, -8.4003, -4.7328], [-30.7302, -12.5968, 2.7477], [-29.6145, -6.1727, -4.6952], [-24.8067, -2.8778, 1.9111], [-22.7984, -14.5002, 3.1095], [-27.6126, -6.6640, -3.2715], [-22.1047, -10.4773, -4.2972], [-29.0081, -17.1056, 2.6900], [-25.5493, -6.7357, -0.2607], [-24.6393, -7.2374, -2.0283], [-26.6840, -6.7366, 6.9709], [-25.8798, -10.0314, 4.5506], [-22.2441, -7.2392, -0.5089], [-27.7863, -5.9108, 2.3828], [-29.5043, -4.4483, 4.9574], [-20.9744, -6.8795, 2.6948], [-20.7844, -7.1143, 5.1594], [-25.2650, -13.8126, 1.6429], [-26.5916, -2.8251, -1.5963], [-24.0343, 1.6142, 5.2732], [-33.8451, -9.0239, -4.9473], [-35.0241, -7.6821, -4.5471], [-22.7739, 0.3277, 5.2328], [-29.2852, -6.0377, 8.3687], [-20.8152, -2.8589, 2.7749], [-29.8082, -4.8808, 2.4922], [-25.0706, -3.2117, -4.0738], [-26.1002, -4.0589, 5.0460], [-29.2704, -8.2238, 1.3098], [-25.7852, -7.9605, -3.1537], [-34.3533, -10.0118, -2.6479], [-22.9309, -13.9798, 1.4825], [-32.5586, -16.7618, 1.4234], [-25.1152, -6.2516, 1.3824], [-25.1711, -12.6502, 0.0808], [-32.4074, -8.4663, -3.0167], [-31.9765, -11.4239, 2.7571], [-29.2632, -15.2027, 0.1627], [-22.7417, -11.9680, -6.2142], [-24.2417, -11.6896, -5.7498], [-23.3851, -5.2705, -3.7462], [-26.2909, -11.7264, -3.2056], [-28.8581, -8.4988, -2.2782], [-28.0873, -8.6923, 3.2750], [-31.8300, -14.1043, -1.0874], [-22.8341, -4.9662, 0.3755], [-27.6329, -11.4341, -2.1654], [-27.9280, -6.5460, -0.8605], [-29.3219, -10.0132, 3.0969], [-23.6793, -6.4667, -5.0079], [-20.9002, -6.6382, -1.6392], [-28.6445, -3.5407, 0.8883], [-26.7679, -3.7925, -3.7149], [-30.3127, -13.3491, -1.2670], [-28.9289, -4.7420, -4.0689], [-20.3177, -3.1476, 0.3267], [-23.2830, -6.2761, 2.5156], [-28.9218, -0.6089, 1.1465], [-28.3402, -7.5510, 5.2445], [-29.4168, -12.0358, -3.7115], [-21.8909, -8.3580, 5.0837], [-24.9824, -9.9187, -4.4865], [-27.8789, -5.0410, 7.8567], [-22.6229, -9.4136, 3.1425], [-30.4676, -14.1110, 0.8254], [-25.7358, -4.4619, -6.2388], [-24.8556, -2.3238, -1.5750], [-30.3839, -7.7797, -2.8060], [-25.2102, -8.8756, -1.7673], [-28.4396, -13.7254, -2.6149], [-26.4237, -14.9849, -3.4339], [-24.2614, -12.3792, -1.4430], [-21.6413, -1.7690, -0.3401], [-29.6498, -1.6987, -0.0766], [-31.0152, -15.6071, 2.6579], [-31.4783, -17.2922, 0.2697], [-24.8132, -5.9873, 5.2785], [-27.6046, -10.3302, 2.6641], [-26.7019, -10.6918, 7.4676], [-26.0990, -13.6049, -4.5242], [-25.4196, -5.9176, 3.6562], [-28.3578, -11.1046, 6.8334], [-27.1469, -8.6741, 8.3453], [-35.6039, -9.3122, -4.7599], [-27.8021, -9.7661, -3.7527], [-24.5563, -3.4735, 5.6290], [-21.8462, -4.5880, -1.0267], [-27.5612, -8.3661, -0.5244], [-32.0409, -6.8945, -0.5872], [-31.0460, -8.3999, -0.6957], [-31.2095, -13.7198, -2.7348], [-28.7002, -12.5865, 1.2916], [-32.9256, -11.0045, 0.1474], [-21.1899, -9.3140, 2.0048], [-27.9226, -5.5683, 3.9884], [-25.8675, -3.8878, 2.5434], [-23.5571, -12.2637, 3.8416], [-27.0987, -5.0373, -5.5964], [-28.4582, -3.0954, 4.6679], [-23.2889, -1.8206, 4.1807], [-27.7322, -6.2768, 9.1451], [-33.0428, -12.8390, 0.0694], [-32.3030, -13.2107, 2.3135], [-35.9171, -7.5627, -2.4201], [-25.9007, -15.3073, 3.4672], [-24.6255, -14.7242, 4.5182], [-28.0186, -2.4367, 2.1731], [-24.2037, -10.3392, 4.6349], [-25.9777, -2.5282, 5.9955], [-30.1627, -2.9157, 4.2202], [-20.4736, -7.6946, -0.3376], [-27.4586, -14.6552, -4.8870], [-32.8314, -11.8330, -2.0299], [-24.0601, -1.0168, 2.7412]], "lowdin_charge": [-0.164, -0.264, -0.179, -0.201, -0.166, -0.222, -0.229, -0.228, -0.181, -0.183, -0.198, -0.174, -0.194, -0.209, 0.051, 0.048, 0.065, 0.064, 0.030, 0.056, 0.060, 0.054, 0.104, 0.038, 0.048, 0.047, 0.022, 0.050, -0.135, -0.187, -0.244, -0.085, -0.387, -0.437, -0.020, -0.084, -0.067, -0.052, -0.098, -0.453, -0.031, -0.198, -0.110, -0.061, -0.061, -0.213, -0.022, -0.097, -0.198, -0.386, -0.042, -0.211, -0.407, -0.129, -0.157, -0.058, -0.091, -0.411, -0.073, -0.438, -0.220, -0.080, -0.062, -0.386, -0.044, -0.479, -0.377, -0.227, -0.244, -0.215, -0.102, -0.065, -0.103, -0.203, -0.418, -0.088, -0.411, -0.061, -0.176, -0.398, -0.193, -0.428, -0.144, -0.069, 0.055, 0.091, 0.053, 0.071, 0.070, 0.059, 0.089, 0.070, 0.066, 0.071, 0.099, 0.114, 0.103, 0.088, 0.060, 0.000, 0.079, 0.070, 0.124, 0.090, 0.053, 0.091, 0.122, 0.083, 0.080, 0.093, 0.100, 0.071, 0.068, 0.027, 0.060, 0.016, 0.108, 0.148, 0.091, 0.095, 0.091, 0.077, 0.080, 0.069, 0.066, 0.082, 0.078, 0.041, 0.082, 0.095, 0.147, 0.073, 0.058, 0.083, 0.124, 0.050, 0.086, 0.064, 0.069, 0.122, 0.075, 0.109, 0.081, 0.080, 0.084, 0.078, 0.082, 0.081, 0.084, 0.124, 0.130, 0.055, 0.134, 0.049, 0.146, 0.057, 0.056, 0.077, 0.070, 0.104, 0.099, 0.139, 0.062, 0.042, 0.080, 0.095, 0.113, 0.063, 0.074, 0.145, 0.108, 0.062, 0.091, 0.054, 0.098, 0.118, 0.119, 0.062, 0.040, 0.142, 0.106, 0.100, 0.045, 0.036, 0.066, 0.121, 0.090, 0.056, 0.074, 0.056, 0.063, 0.099, 0.065, 0.117, 0.096, 0.096, 0.049, 0.067, 0.148, 0.073, 0.072, 0.071, 0.091, 0.057, 0.043, 0.099, 0.117, 0.084, 0.081, 0.062, 0.105, 0.090, 0.098, 0.055, 0.075, 0.069, 0.124, 0.065, 0.030, 0.037, 0.134, 0.054, 0.072, 0.140, 0.082, 0.122, 0.092, 0.075, 0.094, 0.069, 0.106, 0.104, 0.090, 0.081, 0.077, 0.077, 0.127, 0.117]}


Stability check: which of them is least stable? i.